[1]
The following is a DFT calculation (ωB97M-V with the def2-TZVPD basis set) of a 2-piece molecular cluster, C4H7NO overall in a non-equilibrium geometry.

```
13
Properties=species:S:1:pos:R:3:forces:R:3
C 0.458 0.826 0.224 0.0 0.1 0.0
C 1.167 -0.154 -0.722 0.0 0.3 0.0
O 0.705 -1.501 -0.551 -0.1 0.1 0.2
C -0.517 -1.631 0.014 -0.4 0.2 0.0
N -1.366 -0.711 0.247 -0.1 -0.2 0.1
C -1.028 0.615 0.015 -0.3 0.6 1.6
H 0.743 0.556 1.249 0.1 0.1 -0.1
H 0.791 1.845 0.014 0.0 -0.1 0.0
H 1.020 0.123 -1.771 0.0 0.0 0.1
H 2.241 -0.183 -0.513 -0.2 0.1 -0.1
H -0.727 -2.676 0.247 -0.1 0.3 -0.1
H -1.667 1.437 1.272 1.0 -1.1 -0.1
H -1.820 1.455 0.274 0.2 -0.5 -1.7
```
Positions in Å, forces in eV/Å.

Lowest unoccupied orbital energy, eV: 0.37
Energy relative to the best compared isomer or geometry (same formula, charge and spin), eV: 4.952
E_tot, a.u.: -286.4497

***

[2]
The following is a DFT calculation (ωB97M-V with the def2-TZVPD basis set) of one molecule with the formula C9H15IOS in a non-equilibrium geometry.

```
27
Properties=species:S:1:pos:R:3:forces:R:3
C -0.316 -1.740 1.140 -3.4 0.6 1.7
C -1.385 -2.546 0.370 -1.4 0.1 0.4
C 0.872 -1.567 0.305 2.4 -2.4 -2.6
C -1.900 -2.013 -0.931 1.0 -0.1 -0.7
C 0.139 0.535 -0.844 -0.3 2.4 -2.6
C 0.750 -0.787 -0.964 -0.7 0.8 1.1
C 1.412 2.803 -0.567 -0.4 -3.2 -2.1
C -0.291 2.073 1.208 -0.1 -1.9 -2.4
C 0.780 1.547 0.165 0.2 0.7 1.5
O -1.262 0.478 -0.567 -1.7 -0.2 0.7
S -2.372 -0.476 -1.414 1.2 0.5 0.7
I 2.053 -1.039 -2.521 0.2 -0.2 0.0
H -0.779 -0.721 1.429 0.7 -1.4 -0.8
H -0.260 -2.183 2.194 0.9 0.1 -1.6
H -1.070 -3.553 0.062 0.3 0.1 0.7
H -2.270 -2.663 1.045 0.5 -0.1 -0.3
H 1.654 -1.218 0.941 1.1 0.5 0.2
H 1.261 -2.518 -0.248 -0.6 0.6 2.1
H -1.864 -2.718 -1.755 -0.3 0.0 0.0
H 0.154 1.136 -1.808 0.4 -1.1 0.6
H 0.639 3.420 -0.967 -0.8 0.2 -0.7
H 2.151 2.523 -1.395 -1.2 0.1 1.0
H 1.923 3.448 0.035 1.5 1.4 2.3
H -1.238 2.231 0.704 -0.1 0.0 0.2
H 0.059 2.972 1.502 1.1 3.2 1.2
H -0.428 1.486 2.086 -0.1 -0.8 0.4
H 1.589 1.091 0.796 -0.6 0.0 -0.8
```
Positions in Å, forces in eV/Å.

Lowest unoccupied orbital energy (spin up / spin down), eV: -0.15 / -0.17
Energy relative to the best compared isomer or geometry (same formula, charge and spin), eV: 3.023
E_tot, a.u.: -1122.8668

***

[3]
The following is a DFT calculation (ωB97M-V with the def2-TZVPD basis set) of C6H9N as an isolated structure.

```
16
Properties=species:S:1:pos:R:3:forces:R:3
C 0.208 1.782 -0.722 0.0 -0.2 0.1
N 0.304 0.583 -0.258 0.2 0.4 -0.2
C 0.116 -0.057 1.097 0.0 0.2 0.3
C -1.079 -0.608 0.346 -0.1 -0.3 0.1
C -0.067 -0.790 -0.767 -0.1 -0.1 -0.3
C 1.117 -1.603 -0.198 0.0 0.0 0.1
C 1.239 -1.117 1.037 0.0 -0.1 -0.1
H 0.312 2.620 -0.044 0.0 -0.1 -0.1
H 0.141 1.929 -1.793 0.0 0.0 0.1
H -1.957 1.685 -0.474 0.0 -0.1 0.0
H 0.037 0.614 1.955 0.0 -0.1 -0.1
H -1.948 0.914 -0.170 0.0 0.1 0.0
H -1.755 -1.375 0.716 0.1 0.1 -0.1
H -0.332 -0.873 -1.823 0.0 0.0 0.2
H 1.709 -2.348 -0.715 -0.1 0.1 0.1
H 1.956 -1.356 1.813 -0.1 0.0 -0.1
```
Positions in Å, forces in eV/Å.

Lowest unoccupied orbital energy (spin up / spin down), eV: 0.98 / 0.98
Energy relative to the best compared isomer or geometry (same formula, charge and spin), eV: 7.188
E_tot, a.u.: -288.5179

***

[4]
The following is a DFT calculation (ωB97M-V with the def2-TZVPD basis set) of C26H73N5O11 as an isolated structure in a non-equilibrium geometry.

```
115
Properties=species:S:1:pos:R:3:forces:R:3
C 5.246 24.301 -20.260 1.7 3.3 2.2
C 4.435 25.449 -20.835 2.8 -2.2 -1.0
C 4.917 25.924 -22.281 -1.3 0.7 0.8
O 4.102 27.041 -22.621 1.8 -3.1 -0.9
C 4.446 27.498 -23.922 -1.1 -4.0 -3.6
N 3.090 24.969 -20.787 8.4 7.5 5.1
H 4.729 23.986 -19.353 0.5 -0.2 0.0
H 6.185 24.742 -19.927 0.0 -0.5 0.5
H 5.434 23.506 -20.981 0.8 1.2 2.2
H 4.503 26.298 -20.155 0.8 -5.5 -0.9
H 4.695 25.227 -23.089 0.3 1.0 0.2
H 5.967 26.216 -22.261 -0.6 0.0 -0.4
H 3.910 28.424 -24.130 -0.5 -1.1 -1.2
H 4.198 26.776 -24.700 -0.3 -0.6 0.2
H 5.504 27.739 -24.028 -0.7 -2.0 -0.6
H 2.715 25.247 -19.892 4.5 -1.9 -0.9
H 2.587 25.508 -21.477 -0.2 0.2 0.2
C 1.691 23.500 -20.359 -4.0 -2.7 1.8
C 2.918 22.815 -20.910 -4.0 -1.0 1.4
C 2.865 21.216 -21.209 -0.7 0.8 1.3
O 2.618 20.438 -19.984 0.5 1.4 -1.2
C 3.772 20.323 -19.157 -0.5 -0.9 0.1
N 3.166 23.626 -22.078 -3.9 -4.0 -5.2
H 1.273 23.151 -19.415 0.1 -0.8 0.3
H 0.882 23.346 -21.073 -0.4 -0.2 -0.1
H 1.790 24.574 -20.198 -3.4 -4.0 -0.2
H 3.700 22.985 -20.169 -0.9 -0.4 0.5
H 3.791 20.880 -21.675 -0.4 0.0 0.3
H 2.051 21.057 -21.916 -0.2 -0.3 0.3
H 3.471 19.656 -18.349 -0.1 0.1 0.1
H 4.141 21.233 -18.683 -0.1 0.4 -0.3
H 4.596 19.810 -19.653 0.1 0.2 -0.4
H 3.403 24.583 -21.860 0.4 -3.7 -3.7
H 2.287 23.599 -22.575 -0.2 0.5 -0.2
C 2.460 31.514 -21.383 0.1 -0.7 -0.2
C 2.948 30.419 -22.343 -1.5 0.5 -0.8
C 3.005 28.936 -21.802 -2.1 3.2 -0.2
O 3.714 28.977 -20.565 -3.0 0.4 0.3
C 3.959 27.778 -19.859 -2.6 3.2 0.1
N 2.104 30.481 -23.568 -0.4 -0.8 0.6
H 3.237 31.627 -20.627 -0.3 0.3 0.3
H 1.480 31.333 -20.940 0.1 -0.4 0.3
H 2.304 32.444 -21.931 0.5 0.1 -0.1
H 3.989 30.635 -22.587 -2.6 0.7 -1.1
H 3.436 28.337 -22.604 -2.9 1.7 2.3
H 1.965 28.611 -21.752 -0.3 -0.2 0.6
H 4.388 27.968 -18.875 0.2 0.8 0.0
H 4.630 27.132 -20.424 0.0 4.9 0.0
H 3.056 27.188 -19.700 1.4 2.5 -1.2
H 1.919 31.425 -23.875 0.2 0.0 0.2
H 2.483 29.970 -24.353 0.2 0.0 0.0
C 6.037 29.001 -20.963 0.5 -0.7 0.3
C 5.569 30.017 -21.995 3.3 0.6 3.3
C 6.709 31.029 -22.196 -0.3 1.2 -2.6
O 7.297 31.667 -21.084 -0.1 1.0 1.3
C 8.311 32.636 -21.480 -1.9 3.2 0.2
N 5.175 29.363 -23.181 2.6 3.4 0.2
H 5.303 28.337 -20.506 2.2 1.7 -1.4
H 6.482 29.475 -20.087 0.6 0.1 -0.2
H 6.694 28.241 -21.387 -0.1 1.7 -0.5
H 4.731 30.605 -21.622 1.7 -0.4 1.1
H 6.356 31.853 -22.816 -0.6 0.2 -0.4
H 7.549 30.650 -22.779 -0.8 -0.5 -0.4
H 8.589 33.243 -20.619 -0.1 -0.5 0.3
H 7.817 33.350 -22.139 0.0 0.0 -0.4
H 9.222 32.256 -21.942 -0.5 1.0 -0.1
H 5.947 28.861 -23.594 0.5 1.5 0.7
H 4.495 28.660 -22.929 2.5 2.9 1.3
C 7.598 26.388 -20.792 -1.5 3.5 1.6
C 8.542 26.736 -21.948 -0.2 2.2 -0.2
C 9.351 27.984 -21.683 0.6 1.0 0.3
O 8.550 29.168 -21.631 2.6 -1.3 -0.5
C 9.326 30.345 -21.860 -0.6 -1.0 0.7
N 9.403 25.537 -22.165 10.4 9.3 -12.4
H 8.154 26.023 -19.928 -0.4 0.9 0.3
H 6.854 25.662 -21.121 0.6 1.4 1.0
H 7.065 27.261 -20.416 0.5 -0.2 -0.1
H 7.981 26.884 -22.871 -0.1 0.1 -0.2
H 10.183 28.149 -22.369 -0.3 -0.2 -1.0
H 9.955 27.887 -20.781 -0.4 -0.2 0.9
H 10.207 30.513 -21.240 0.3 -0.7 0.3
H 8.571 31.056 -21.525 2.3 -2.8 -0.1
H 9.597 30.536 -22.898 0.1 -0.5 -0.3
H 9.970 25.424 -21.337 2.8 0.3 -0.3
H 10.122 25.811 -22.819 0.4 0.5 -1.0
C 3.252 25.798 -18.282 -0.2 0.1 1.1
C 1.872 26.322 -18.748 -1.5 -0.1 2.2
O 1.874 26.150 -20.151 -10.5 9.2 2.9
O 3.416 25.992 -16.909 0.0 -0.5 0.7
H 4.013 26.314 -18.866 -0.2 -1.3 1.8
H 3.387 24.739 -18.500 -0.3 0.0 0.9
H 1.633 27.335 -18.425 0.7 0.4 -0.2
H 1.058 25.786 -18.259 0.1 -0.7 -0.2
H 1.107 26.566 -20.551 -1.4 0.9 0.0
H 3.492 26.914 -16.654 0.0 0.2 -0.3
C 7.613 24.103 -22.055 1.9 -1.0 2.5
C 8.356 22.995 -22.845 -0.8 2.2 0.2
O 9.485 23.589 -23.495 0.3 -2.2 -0.6
O 8.411 24.627 -20.952 -5.4 -12.7 5.3
H 6.738 23.768 -21.498 0.9 -0.3 -1.1
H 7.358 24.974 -22.658 -0.1 -0.6 -0.7
H 7.590 22.644 -23.537 0.9 -0.6 -0.4
H 8.657 22.214 -22.147 0.3 0.1 -0.3
H 9.188 24.248 -24.128 -0.3 -0.1 0.1
H 8.927 25.344 -21.326 -5.3 -3.9 6.9
C 4.044 22.489 -23.845 0.7 -1.9 -1.6
C 5.125 23.033 -22.924 0.0 -0.5 -2.3
O 4.987 22.478 -21.699 4.3 -5.7 -1.5
O 4.277 21.079 -24.189 0.0 0.8 -0.5
H 4.037 23.090 -24.754 0.0 -0.1 -0.5
H 3.075 22.583 -23.356 1.2 -1.3 -1.7
H 5.022 24.108 -22.771 1.1 -2.2 -1.0
H 6.120 22.795 -23.299 -0.7 -0.1 -0.2
H 4.263 22.921 -21.252 1.6 -1.1 -1.1
H 4.935 20.704 -23.598 0.1 0.2 0.1
```
Positions in Å, forces in eV/Å.

Lowest unoccupied orbital energy, eV: 0.19
Energy relative to the best compared isomer or geometry (same formula, charge and spin), eV: 51.502
E_tot, a.u.: -2133.7993

***

Q: Which of these has the lowest E_tot?
A: C26H73N5O11

***

Q: What is the formula in the first record?
A: C4H7NO

***

Q: Number 1 is which compound?
A: C4H7NO

***

Q: What is the energy relative to the best compared isomer or geometry (same formula, charge and spin) in the first record?
A: 4.952 eV